# C6H10O

A single C6H10O molecule (the ωB97M-V functional and the def2-TZVPD basis, OMol25).

Output
HOMO-LUMO gap in eV: 10.37
HOMO energy in eV: -9.26
LUMO in eV: 1.1

Last columns: bonded neighbours and bond lengths (Å).
Cartesian coordinates (Å):
1 C 0.820 -0.924 -0.843  C2 1.531, C7 1.544, H8 1.098, H9 1.096
2 C 1.319 -0.304 0.464  C1 1.531, O3 1.412, H10 1.098, H11 1.095
3 O 1.120 1.090 0.578  C2 1.412, C4 1.427
4 C -0.222 1.569 0.645  O3 1.427, C5 1.511, H12 1.094, H13 1.101
5 C -1.290 0.537 0.924  C4 1.511, C6 1.334, H14 1.088
6 C -1.506 -0.450 0.054  C5 1.334, C7 1.510, H15 1.089
7 C -0.644 -0.566 -1.180  C1 1.544, C6 1.510, H16 1.099, H17 1.094
8 H 0.924 -2.012 -0.741  C1 1.098
9 H 1.467 -0.616 -1.673  C1 1.096
10 H 0.857 -0.827 1.311  C2 1.098
11 H 2.402 -0.443 0.541  C2 1.095
12 H -0.236 2.361 1.400  C4 1.094
13 H -0.453 2.048 -0.319  C4 1.101
14 H -1.874 0.616 1.838  C5 1.088
15 H -2.274 -1.199 0.243  C6 1.089
16 H -0.650 0.401 -1.702  C7 1.099
17 H -1.055 -1.297 -1.883  C7 1.094